(1)
106
Properties=species:S:1:pos:R:3:mulliken_charge:R:1 method="wB97M-V/def2-TZVPD" homo_ev=-6.73 e_lumo_ev=0.512 energy_ha=-2991.4926
In -0.54 -0.38 0.23 3.17
C -2.44 -1.24 4.49 -1.33
C -1.53 -2.21 3.72 -0.48
C -2.00 -2.39 2.27 -1.92
N -0.93 -2.33 1.30 0.22
C -0.11 -3.33 1.12 1.04
C -0.32 -4.59 1.74 -0.91
C 0.48 -5.71 1.84 -0.56
C 1.77 -5.95 1.39 -0.74
C 2.50 -5.08 0.61 -0.90
C 2.16 -3.86 0.05 -1.01
C 0.99 -3.05 0.14 1.47
N 0.83 -1.96 -0.56 -0.04
C 1.86 -1.54 -1.49 -1.09
C 2.97 -0.73 -0.81 -0.51
C 2.46 0.64 -0.37 -1.39
N 1.40 0.59 0.63 -0.44
C 1.60 0.95 1.87 0.87
C 2.91 1.04 2.43 -0.70
C 3.38 1.62 3.59 -0.68
C 2.71 2.40 4.52 -0.69
C 1.36 2.67 4.50 -0.54
C 0.35 2.14 3.71 -1.07
C 0.36 1.19 2.66 1.05
N -0.74 0.61 2.22 0.18
C -1.99 0.82 2.96 -1.18
C -2.01 0.23 4.38 -0.59
H -2.44 -1.50 5.56 0.46
H -3.47 -1.35 4.15 0.40
H -1.48 -3.17 4.23 0.67
H -0.51 -1.81 3.71 0.23
H -2.69 -1.59 2.03 0.15
H -2.59 -3.31 2.17 1.06
H -1.27 -4.68 2.24 0.37
H 0.03 -6.53 2.40 0.35
H 2.23 -6.88 1.67 0.33
H 3.50 -5.41 0.36 0.34
H 2.94 -3.43 -0.56 0.20
H 1.37 -0.90 -2.23 -0.47
H 2.27 -2.39 -2.04 0.82
H 3.79 -0.59 -1.52 0.51
H 3.35 -1.28 0.05 0.35
H 2.04 1.14 -1.25 0.06
H 3.28 1.27 -0.01 0.85
H 3.66 0.55 1.83 0.29
H 4.44 1.48 3.76 0.36
H 3.30 2.84 5.32 0.35
H 1.01 3.38 5.24 0.36
H -0.64 2.50 3.97 0.50
H -2.79 0.38 2.37 0.31
H -2.21 1.89 3.00 0.60
H -2.69 0.84 4.99 0.46
H -1.02 0.34 4.82 0.32
N 1.50 2.09 -7.77 -0.55
C 0.90 1.79 -6.57 1.03
C 1.26 0.65 -5.85 -1.03
C 0.61 0.33 -4.67 -0.29
C -0.39 1.15 -4.18 -0.24
C -0.77 2.29 -4.89 -0.57
C -0.13 2.61 -6.07 -0.94
S -1.33 0.64 -2.78 2.29
O -1.08 -0.79 -2.62 -0.97
O -2.69 1.05 -3.03 -0.95
N -0.84 1.24 -1.35 -0.43
C -0.49 2.56 -1.13 0.07
N -0.17 3.35 -2.15 -0.42
C 0.21 4.59 -1.85 -0.34
C 0.28 5.06 -0.56 -1.08
C -0.12 4.17 0.42 0.03
N -0.52 2.94 0.16 -0.02
H 2.38 1.65 -7.97 0.21
H 1.44 3.04 -8.10 0.21
H 2.04 0.01 -6.24 0.32
H 0.87 -0.58 -4.15 0.52
H -1.56 2.91 -4.51 0.49
H -0.42 3.49 -6.62 0.29
H 0.46 5.23 -2.70 0.46
H 0.60 6.07 -0.33 0.42
H -0.13 4.45 1.47 0.40
C -4.20 -1.90 -4.90 -1.19
C -3.48 -2.83 -3.94 -0.11
N -4.40 -3.65 -3.14 0.42
C -4.86 -4.91 -3.71 -0.76
C -3.94 -6.07 -3.35 -1.11
C -4.88 -3.29 -1.93 -0.22
O -5.66 -3.96 -1.28 -0.70
C -4.45 -1.95 -1.39 -0.05
C -5.33 -0.88 -1.40 0.02
C -4.95 0.32 -0.83 -1.76
C -3.69 0.41 -0.27 0.03
N -2.85 -0.62 -0.23 0.25
C -3.22 -1.78 -0.79 -0.34
H -3.48 -1.41 -5.56 0.34
H -4.74 -1.12 -4.35 0.22
H -4.92 -2.44 -5.53 0.39
H -2.83 -2.26 -3.30 -0.20
H -2.85 -3.53 -4.49 0.43
H -4.92 -4.78 -4.79 0.37
H -5.87 -5.10 -3.34 0.42
H -2.91 -5.86 -3.64 0.28
H -4.26 -6.98 -3.85 0.40
H -3.96 -6.24 -2.27 0.30
H -6.31 -1.00 -1.84 0.55
H -5.61 1.18 -0.83 0.45
H -3.33 1.34 0.15 0.48
H -2.49 -2.58 -0.74 0.72

---

(2)
109
Properties=species:S:1:pos:R:3:mulliken_charge:R:1 method="wB97M-V/def2-TZVPD" homo_ev=-5.27 e_lumo_ev=-1.808 energy_ha=-5715.5732
Bi 0.00 0.20 0.37 2.00
C -2.06 3.26 -7.19 -1.10
C -2.69 2.12 -6.39 -0.97
N -1.84 1.66 -5.29 0.37
C -2.18 1.99 -4.01 -0.42
C -1.48 1.68 -2.90 0.35
C -2.18 1.92 -1.57 -0.05
O -2.88 2.92 -1.48 -0.74
O -2.04 0.95 -0.75 -0.75
C -0.20 1.04 -3.05 0.81
O 0.64 0.85 -2.17 -0.51
C 0.10 0.58 -4.42 -0.01
C 1.21 -0.23 -4.62 -0.54
C 1.49 -0.75 -5.85 0.72
F 2.56 -1.58 -5.99 -0.43
C 0.67 -0.47 -6.95 -1.27
C -0.41 0.37 -6.77 -0.86
C -0.73 0.88 -5.51 0.30
N 0.90 -1.00 -8.27 0.23
C -0.24 -1.63 -8.92 -0.45
C -0.18 -1.25 -10.41 -0.99
N 1.26 -0.95 -10.72 -0.14
C 2.14 -1.99 -10.09 -0.71
C 2.12 -1.75 -8.57 -0.75
H -2.73 3.57 -8.00 0.39
H -1.10 2.98 -7.62 0.28
H -1.89 4.12 -6.54 0.36
H -2.94 1.27 -7.03 0.44
H -3.62 2.45 -5.94 0.47
H -3.11 2.55 -3.89 0.56
H 1.84 -0.47 -3.76 0.44
H -1.02 0.64 -7.63 0.98
H -1.18 -1.29 -8.50 0.50
H -0.21 -2.72 -8.80 0.30
H -0.75 -0.36 -10.64 0.45
H -0.50 -2.07 -11.06 0.36
H 1.47 -0.07 -10.24 0.37
H 1.43 -0.84 -11.71 0.31
H 3.14 -1.91 -10.50 0.39
H 1.72 -2.96 -10.37 0.33
H 2.98 -1.16 -8.27 0.52
H 2.17 -2.71 -8.06 0.45
Br -2.99 -3.47 -6.58 -0.21
C -1.92 -3.15 -5.04 -0.11
C -2.26 -2.13 -4.16 -0.64
C -1.45 -1.87 -3.06 0.14
C -0.31 -2.64 -2.84 -0.89
C 0.00 -3.68 -3.72 -0.17
C -0.80 -3.93 -4.82 -0.70
N 0.57 -2.27 -1.80 0.39
C 1.02 -3.14 -1.01 -0.53
C 2.09 -2.78 -0.04 0.60
C 2.78 -3.76 0.65 -0.92
C 3.82 -3.38 1.48 -0.45
C 4.11 -2.03 1.60 -0.76
C 3.33 -1.11 0.90 -0.17
N 2.35 -1.49 0.09 -0.07
H -3.14 -1.53 -4.34 0.47
H -1.69 -1.05 -2.39 0.64
H 0.90 -4.26 -3.54 0.54
H -0.55 -4.74 -5.50 0.44
H 0.71 -4.19 -1.03 0.51
H 2.51 -4.80 0.53 0.40
H 4.38 -4.11 2.04 0.41
H 4.91 -1.67 2.24 0.56
H 3.48 -0.04 1.00 0.40
N 0.77 1.94 0.73 -0.76
C 0.84 3.22 0.28 0.17
C 0.00 4.23 0.81 -0.21
C 0.09 5.54 0.38 -0.55
C 1.02 5.93 -0.58 -0.47
C 1.85 4.95 -1.11 -0.62
C 1.77 3.63 -0.70 -0.20
H -0.73 3.93 1.55 0.33
H -0.58 6.28 0.81 0.33
H 1.08 6.96 -0.91 0.38
H 2.59 5.22 -1.87 0.33
H 2.42 2.87 -1.12 0.35
C -2.54 0.11 4.28 -1.48
C -2.46 -1.39 4.03 1.84
C -2.98 -1.75 2.64 -1.50
C -3.24 -2.16 5.09 -1.94
O -1.09 -1.84 4.21 -0.32
P 0.08 -1.69 3.12 0.20
O -0.03 -2.71 2.04 -0.59
O 0.14 -0.24 2.67 -0.28
O 1.35 -2.03 4.02 -0.27
C 1.87 -1.33 5.17 1.92
C 3.30 -0.96 4.81 -1.56
C 1.83 -2.33 6.31 -1.67
C 1.09 -0.07 5.55 -1.55
H -3.55 0.46 4.07 0.48
H -1.84 0.65 3.64 0.16
H -2.30 0.33 5.32 0.35
H -4.05 -1.52 2.59 0.53
H -2.82 -2.81 2.43 0.31
H -2.48 -1.17 1.86 0.10
H -4.27 -1.82 5.11 0.42
H -2.79 -1.99 6.07 0.39
H -3.22 -3.23 4.88 0.37
H 3.85 -1.85 4.49 0.24
H 3.81 -0.53 5.68 0.52
H 3.31 -0.22 4.01 0.26
H 2.46 -3.19 6.09 0.34
H 0.80 -2.68 6.46 0.31
H 2.18 -1.87 7.24 0.40
H 1.01 0.62 4.71 0.24
H 1.62 0.43 6.36 0.49
H 0.08 -0.31 5.89 0.29